(1)
Computed, not measured: C35H18IN2O5PS2V as an isolated structure, with wB97M-V/def2-TZVPD.

HOMO level (alpha / beta)	-1.21 / -2.14	eV
charge	-2
2S+1	4
gap between HOMO and LUMO (alpha / beta)	4.812 / 5.737	eV
expectation value of S²	3.813

Geometry as XYZ:
```
65
C35H18IN2O5PS2V wB97M-V/def2-TZVPD
V -1.606 0.005 -1.256
I -3.536 -0.658 1.046
C -2.668 -2.497 1.519
C -3.585 -3.513 1.532
C -3.261 -4.814 1.951
C -2.008 -5.052 2.416
C -1.031 -4.026 2.417
C 0.235 -4.347 2.965
C 1.227 -3.423 2.998
C 0.997 -2.172 2.397
C -0.193 -1.808 1.821
P -0.063 -0.214 0.835
C 1.552 -0.457 0.023
C 1.815 -1.667 -0.618
C 2.917 -1.789 -1.450
C 3.772 -0.712 -1.640
C 3.500 0.502 -1.027
C 2.380 0.637 -0.219
C 0.265 0.963 2.203
C 1.513 1.143 2.799
C 1.668 2.011 3.870
C 0.576 2.714 4.359
C -0.666 2.554 3.765
C -0.820 1.691 2.688
C -1.303 -2.725 1.894
H -4.602 -3.313 1.223
H -4.018 -5.587 1.921
H -1.718 -6.027 2.791
H 0.378 -5.348 3.356
H 2.199 -3.639 3.420
H 1.839 -1.496 2.344
H 1.123 -2.498 -0.540
H 3.067 -2.719 -1.983
H 4.627 -0.807 -2.298
H 4.128 1.364 -1.213
H 2.141 1.611 0.189
H 2.376 0.613 2.418
H 2.648 2.140 4.312
H 0.698 3.401 5.188
H -1.517 3.119 4.123
H -1.780 1.606 2.198
O -0.613 -2.778 -5.835
C -1.051 -2.363 -4.781
C -2.213 -1.413 -4.622
O -2.882 -0.938 -5.520
C -2.399 -1.208 -3.168
C -1.446 -2.020 -2.470
O -1.376 -2.095 -1.186
C -0.564 -2.709 -3.406
O 0.370 -3.448 -3.112
O -3.212 -0.424 -2.594
S -2.200 2.378 -0.565
C -0.997 3.357 -1.353
C -0.967 4.726 -1.088
C -0.031 5.583 -1.658
C -0.055 6.973 -1.328
N -0.088 8.089 -1.045
C 0.925 5.053 -2.540
C 0.905 3.691 -2.818
C -0.031 2.815 -2.251
S 0.069 1.137 -2.688
C 1.920 5.878 -3.150
N 2.729 6.527 -3.651
H -1.700 5.141 -0.407
H 1.640 3.281 -3.499
```


(2)
Computed, not measured: a 6-piece molecular cluster, C49H49BF5INO5S overall, with wB97M-V/def2-TZVPD.

HOMO level	-10.49	eV
charge	+1
gap between HOMO and LUMO	6.630	eV

Geometry as XYZ:
```
112
C49H49BF5INO5S wB97M-V/def2-TZVPD
C -1.395 1.683 2.872
C -1.779 1.410 1.376
C -0.625 0.842 0.582
C -0.446 -0.541 0.629
S -1.485 -1.637 1.575
C 0.600 -1.128 -0.090
C 0.882 -2.616 -0.050
O 0.901 -3.319 -1.027
O 1.145 -3.149 1.194
C 2.563 -3.332 1.395
C 3.107 -2.408 2.487
C 4.453 -2.968 3.005
O 3.257 -1.108 1.887
C 1.428 -0.305 -0.868
B 2.656 -0.914 -1.725
O 3.898 -0.973 -1.146
O 2.517 -1.351 -3.021
C 1.197 1.047 -0.867
I 2.520 2.170 -2.088
N 0.207 1.618 -0.145
C 0.069 3.082 -0.171
C 1.198 3.692 0.706
C 1.690 2.953 1.767
C 2.731 3.486 2.531
C 3.247 4.720 2.205
C 4.418 5.295 3.005
C 2.747 5.483 1.152
C 1.715 4.942 0.404
H -0.893 2.649 2.985
H -0.771 0.841 3.203
H -2.310 1.659 3.476
H -2.208 2.316 0.940
H -2.597 0.680 1.417
H -1.412 -1.179 2.846
H 2.715 -4.367 1.731
H 3.139 -3.224 0.463
H 2.367 -2.276 3.292
H 4.507 -2.953 4.102
H 5.313 -2.434 2.583
H 4.553 -4.027 2.725
H 3.856 -0.583 2.428
H 4.526 -0.637 -1.805
H 2.037 -0.699 -3.550
H -0.884 3.430 0.230
H 0.159 3.492 -1.183
H 1.335 1.966 2.059
H 3.128 2.885 3.349
H 5.286 5.257 2.323
H 4.687 4.674 3.864
H 4.275 6.353 3.247
H 3.155 6.453 0.882
H 1.315 5.509 -0.439
F -6.795 -4.420 2.288
C -5.832 -4.923 1.493
C -4.510 -4.645 1.780
C -3.517 -5.167 0.963
C -3.858 -5.949 -0.133
C -5.193 -6.215 -0.409
C -6.189 -5.703 0.411
H -4.266 -4.027 2.635
H -2.476 -4.964 1.181
H -3.082 -6.352 -0.771
H -5.460 -6.821 -1.265
H -7.234 -5.906 0.217
F -4.506 2.889 2.210
C -5.506 1.979 2.297
C -5.900 1.530 3.541
C -6.927 0.600 3.628
C -7.536 0.127 2.473
C -7.124 0.587 1.230
C -6.105 1.524 1.138
H -5.407 1.906 4.429
H -7.252 0.245 4.597
H -8.334 -0.601 2.543
H -7.597 0.215 0.331
H -5.775 1.902 0.178
F 5.131 0.492 -4.110
C 5.354 -0.149 -5.285
C 5.655 -1.495 -5.268
C 5.879 -2.153 -6.468
C 5.811 -1.453 -7.666
C 5.512 -0.097 -7.663
C 5.276 0.561 -6.464
H 5.712 -2.022 -4.323
H 6.107 -3.210 -6.470
H 5.990 -1.965 -8.602
H 5.463 0.450 -8.596
H 5.034 1.616 -6.442
F -10.546 1.240 1.065
C -11.185 1.842 2.090
C -12.558 1.730 2.188
C -13.211 2.347 3.246
C -12.487 3.073 4.183
C -11.108 3.179 4.066
C -10.450 2.555 3.016
H -13.105 1.166 1.443
H -14.285 2.261 3.339
H -13.000 3.556 5.005
H -10.543 3.747 4.794
H -9.374 2.618 2.913
F 12.798 -1.597 -4.520
C 11.509 -1.222 -4.582
C 11.159 0.056 -4.192
C 9.829 0.442 -4.261
C 8.865 -0.454 -4.707
C 9.234 -1.737 -5.090
C 10.566 -2.124 -5.033
H 11.923 0.737 -3.840
H 9.542 1.443 -3.966
H 7.830 -0.152 -4.756
H 8.485 -2.436 -5.435
H 10.874 -3.116 -5.336
```


(3)
Computed, not measured: a 2-piece molecular cluster, C13H18N4O3 overall, with wB97M-V/def2-TZVPD.

HOMO level	-9.10	eV
gap between HOMO and LUMO	8.709	eV
energy relative to the best compared isomer or geometry (same formula, charge and spin)	36.2	kcal per mole

Geometry as XYZ:
```
38
C13H18N4O3 wB97M-V/def2-TZVPD
O 2.036 -1.186 -5.199
O -1.826 -4.254 3.756
O -0.551 -0.379 1.144
N 0.214 2.778 0.477
C 2.439 -0.039 -5.035
C -0.814 -3.747 3.291
C -1.719 -0.678 1.352
C 1.100 3.123 -0.389
C 2.484 2.102 -3.772
C 1.450 0.179 -2.743
C 2.160 2.876 -2.651
C 1.132 0.954 -1.625
C 2.125 0.747 -3.835
C 1.473 2.315 -1.560
N 1.666 4.330 -0.111
N -2.696 0.156 0.993
N -0.834 -2.704 2.466
C 0.548 -4.296 3.647
C -4.133 -0.051 1.178
C -2.050 -2.016 2.022
H 0.020 3.415 1.239
H 3.016 0.422 -5.831
H 3.003 2.572 -4.603
H 1.158 -0.869 -2.760
H 2.427 3.928 -2.653
H 0.605 0.495 -0.795
H 2.528 4.537 -0.601
H 1.559 4.661 0.839
H -2.380 1.013 0.559
H 0.043 -2.321 2.141
H 1.024 -4.682 2.747
H 1.157 -3.504 4.079
H 0.424 -5.101 4.371
H -4.449 -0.970 0.682
H -4.684 0.787 0.747
H -4.369 -0.115 2.242
H -2.584 -2.644 1.310
H -2.698 -1.832 2.879
```


(4)
Computed, not measured: C56H39N5ReS2 as an isolated structure, with wB97M-V/def2-TZVPD.

HOMO level (alpha / beta)	-6.43 / -7.13	eV
2S+1	4
gap between HOMO and LUMO (alpha / beta)	5.489 / 5.753	eV
expectation value of S²	3.785

Geometry as XYZ:
```
103
C56H39N5ReS2 wB97M-V/def2-TZVPD
Re 1.169 -0.181 -0.253
C 6.049 -2.488 5.284
C 5.455 -3.430 4.457
C 4.594 -3.027 3.446
C 4.320 -1.677 3.250
C 4.920 -0.738 4.085
C 5.783 -1.140 5.093
C 3.376 -1.234 2.185
C 2.148 -0.724 2.607
C 1.735 -0.616 3.979
C 0.557 0.050 3.992
C 0.225 0.362 2.629
C -0.865 1.142 2.230
C -1.614 1.850 3.305
C -0.919 2.731 4.135
C -1.568 3.397 5.162
C -2.926 3.200 5.368
C -3.627 2.337 4.539
C -2.977 1.663 3.515
C -1.204 1.419 0.904
N -0.562 0.944 -0.222
C -1.160 1.553 -1.306
C -0.751 1.453 -2.638
C -1.518 2.239 -3.646
C -0.868 3.224 -4.392
C -1.552 3.959 -5.346
C -2.904 3.732 -5.563
C -3.568 2.782 -4.804
C -2.884 2.046 -3.847
C 0.412 0.805 -3.075
C 0.868 0.747 -4.438
C 2.113 0.213 -4.425
C 2.425 -0.104 -3.062
N 1.358 0.226 -2.262
C 3.650 -0.605 -2.628
C 3.963 -0.935 -1.311
C 5.223 -1.471 -0.881
C 5.137 -1.677 0.454
C 3.826 -1.258 0.865
N 3.127 -0.821 -0.229
C 4.732 -0.748 -3.644
C 4.785 -1.866 -4.470
C 5.792 -1.995 -5.415
C 6.752 -1.003 -5.548
C 6.710 0.110 -4.721
C 5.707 0.237 -3.773
C -2.201 2.425 -0.842
C -2.227 2.342 0.510
N 1.184 -0.166 1.800
H 6.720 -2.802 6.073
H 5.662 -4.483 4.598
H 4.124 -3.762 2.804
H 4.716 0.316 3.939
H 6.248 -0.399 5.730
H 2.277 -1.009 4.821
H -0.047 0.288 4.850
H 0.140 2.885 3.973
H -1.008 4.063 5.806
H -3.430 3.708 6.179
H -4.686 2.177 4.697
H -3.526 0.965 2.894
H 0.180 3.420 -4.209
H -1.026 4.712 -5.919
H -3.435 4.307 -6.311
H -4.626 2.610 -4.953
H -3.409 1.308 -3.256
H 0.303 1.079 -5.291
H 2.762 0.033 -5.265
H 6.059 -1.660 -1.534
H 5.890 -2.067 1.118
H 4.039 -2.643 -4.360
H 5.834 -2.877 -6.040
H 7.539 -1.104 -6.284
H 7.471 0.875 -4.810
H 5.682 1.103 -3.122
H -2.805 3.056 -1.469
H -2.858 2.888 1.189
N -1.939 -1.973 1.453
S -3.358 -2.509 1.139
C -4.602 -1.521 2.058
C -4.954 -2.016 3.306
C -5.898 -1.348 4.072
C -6.488 -0.188 3.589
C -6.110 0.318 2.354
C -5.160 -0.343 1.586
C -3.927 -2.057 -0.532
C -3.003 -1.548 -1.423
C -3.366 -1.359 -2.750
C -4.650 -1.670 -3.172
C -5.572 -2.186 -2.269
C -5.209 -2.392 -0.947
H -1.776 -0.987 1.267
H -4.492 -2.924 3.674
H -6.180 -1.742 5.039
H -7.245 0.314 4.177
H -6.562 1.228 1.980
H -4.867 0.048 0.619
H -1.991 -1.344 -1.096
H -2.630 -0.986 -3.451
H -4.929 -1.531 -4.209
H -6.569 -2.443 -2.601
H -5.918 -2.820 -0.247
S 0.404 -2.291 -0.516
```